Entry from the OMol25 dataset: a 11-piece molecular cluster, C51H115Cl9 overall at a distorted geometry (wB97M-V/def2-TZVPD).

Values from the calculation:
Net charge: -1
<S²>: 0.753
Multiplicity: 2
Highest occupied orbital energy (spin up / spin down) in eV: -0.10 / -6.15
E_tot in a.u.: -6153.7890
E_LUMO (spin up / spin down) in hartree: 0.0601 / 0.0601

Geometry as XYZ:
```
175
Properties=species:S:1:pos:R:3:forces:R:3
C 6.813 3.541 0.328 -0.431 -0.432 -1.091
C 6.301 2.770 -0.969 0.520 0.017 0.815
C 6.722 1.268 -1.057 -0.118 1.973 0.512
C 6.196 0.552 -2.293 -1.125 -0.879 0.094
C 5.745 -0.916 -1.983 1.414 0.412 -0.631
C 6.995 -1.809 -1.705 -0.764 0.015 -0.258
H 6.391 4.545 0.342 -0.324 -0.042 0.065
H 7.885 3.730 0.388 0.190 -0.452 -0.338
H 6.529 3.022 1.244 -0.136 -0.040 -0.007
H 5.211 2.763 -0.954 -0.116 0.365 -0.086
H 6.644 3.299 -1.858 -0.090 0.128 -0.075
H 6.255 0.876 -0.153 0.335 -0.656 0.062
H 7.802 1.342 -0.934 0.145 -0.866 -0.082
H 5.288 1.049 -2.633 -0.158 0.369 0.060
H 6.841 0.582 -3.171 0.408 -0.055 0.201
H 4.991 -0.890 -1.196 0.340 -0.094 0.387
H 5.220 -1.352 -2.833 -0.027 0.166 -0.175
H 6.727 -2.615 -1.022 0.374 0.066 0.164
H 7.342 -2.282 -2.624 -0.269 -0.080 -0.189
H 7.876 -1.246 -1.395 -0.250 0.082 0.608
C -2.935 -5.277 2.422 -0.290 -0.242 0.571
C -2.525 -6.571 1.768 0.215 -0.397 0.177
C -2.919 -7.868 2.509 0.201 0.979 -1.061
C -4.426 -7.927 2.833 1.427 -0.459 -0.039
C -4.684 -9.235 3.534 -1.222 -0.247 0.997
C -6.163 -9.296 3.989 0.809 0.187 -0.575
H -4.021 -5.288 2.503 0.078 0.651 -0.062
H -2.541 -4.441 1.844 -0.386 0.187 0.001
H -2.572 -5.178 3.445 0.298 -0.074 0.099
H -3.032 -6.628 0.805 0.112 0.086 -0.309
H -1.454 -6.530 1.571 0.039 -0.345 -0.102
H -2.254 -8.078 3.346 -0.326 0.350 0.532
H -2.628 -8.653 1.811 -0.389 -0.337 -0.100
H -4.737 -7.100 3.470 0.145 0.034 0.271
H -5.034 -7.805 1.936 0.069 -0.227 -0.308
H -4.369 -10.130 2.997 -0.131 0.173 -0.474
H -4.081 -9.249 4.441 0.186 0.001 0.106
H -6.798 -8.998 3.154 -0.187 -0.177 -0.057
H -6.464 -10.283 4.340 -0.066 0.178 0.237
H -6.255 -8.508 4.736 -0.399 -0.286 0.302
C 2.081 -3.013 -1.239 -1.176 -0.152 0.076
C 0.744 -3.634 -0.686 0.386 1.562 0.744
C -0.113 -2.602 0.178 0.096 -1.046 -0.739
C -0.674 -1.379 -0.570 0.266 1.692 0.930
C -1.399 -0.381 0.434 0.676 -0.559 -0.017
C -1.851 0.953 -0.130 -0.366 -0.203 -1.323
H 1.899 -2.161 -1.894 -0.070 -0.212 -0.492
H 2.641 -3.810 -1.730 0.088 0.225 -0.272
H 2.725 -2.581 -0.474 -0.143 -0.321 0.497
H 0.080 -4.047 -1.445 0.212 0.197 -0.445
H 1.063 -4.512 -0.124 -0.375 0.157 0.539
H 0.470 -2.234 1.022 0.366 0.173 -0.087
H -0.917 -3.145 0.674 -0.269 -0.196 -0.175
H 0.173 -0.857 -1.014 0.177 0.185 0.053
H -1.344 -1.475 -1.425 -0.242 -0.949 0.039
H -2.293 -0.903 0.775 0.028 -0.010 0.322
H -0.764 -0.185 1.298 0.124 -0.331 0.180
H -1.087 1.654 -0.466 0.449 -0.180 0.186
H -2.374 0.661 -1.041 -0.355 0.371 -0.384
H -2.560 1.535 0.458 0.045 -0.293 0.409
C 2.161 1.105 -0.767 -0.170 -0.165 -0.159
C 2.275 2.611 -0.618 -0.171 -1.121 1.370
C 2.851 2.853 0.811 0.761 2.055 -1.009
C 3.156 4.363 1.008 -0.171 -0.789 -0.012
C 3.582 4.672 2.422 -1.308 0.671 -0.066
C 4.104 6.099 2.588 1.302 -0.932 0.774
H 1.553 0.770 0.074 -0.125 -0.436 -0.161
H 3.126 0.603 -0.696 0.145 0.070 0.045
H 1.716 0.792 -1.712 -0.183 -0.015 0.033
H 2.812 3.024 -1.472 0.364 0.395 0.401
H 1.263 3.016 -0.620 -0.059 0.245 -0.200
H 3.794 2.337 0.989 0.098 -0.348 -0.284
H 2.202 2.548 1.632 -0.472 -0.244 -0.321
H 3.921 4.699 0.308 0.088 -0.100 -0.208
H 2.251 4.930 0.792 -0.109 0.172 -0.149
H 2.681 4.573 3.026 -0.096 -0.178 0.318
H 4.273 3.915 2.794 0.355 0.222 -0.001
H 4.358 6.199 3.643 -0.040 0.388 0.137
H 5.069 6.099 2.081 0.049 0.557 -0.262
H 3.503 6.960 2.296 -0.272 -0.441 -0.257
C -5.074 6.739 -0.518 0.509 -1.696 0.039
C -3.943 6.256 -1.485 -0.180 1.031 -0.050
C -2.537 6.140 -0.882 -0.374 0.197 -0.024
C -2.418 5.111 0.234 0.336 0.138 -0.678
C -1.083 5.099 0.929 1.132 1.611 -1.408
C -1.088 4.449 2.225 -0.244 -0.669 1.700
H -5.163 5.958 0.238 0.155 0.271 0.565
H -6.093 6.714 -0.904 0.196 0.381 -0.690
H -4.871 7.703 -0.051 0.113 -0.068 -0.089
H -4.133 5.312 -1.995 -0.622 -0.074 0.121
H -3.869 7.019 -2.260 0.014 -0.095 -0.303
H -2.231 7.139 -0.569 0.083 0.079 0.479
H -1.844 5.899 -1.687 0.070 -0.164 -0.130
H -3.246 5.254 0.929 0.169 -0.038 0.269
H -2.500 4.107 -0.182 -0.517 -0.117 -0.166
H -0.266 4.678 0.344 -0.381 -0.705 -0.685
H -0.635 6.089 1.011 -0.494 0.659 0.312
H -1.661 3.523 2.168 0.362 -0.405 0.136
H -0.054 4.299 2.535 -0.147 -0.378 0.402
H -1.607 5.048 2.973 0.063 0.123 0.164
C 5.052 0.627 8.944 0.463 -0.265 -0.169
C 4.027 1.064 7.885 0.406 -0.713 0.649
C 3.210 -0.094 7.229 0.732 0.501 1.359
C 2.130 0.380 6.304 -0.284 -0.565 -1.353
C 1.513 -0.784 5.495 0.585 -0.184 0.694
C 0.538 -0.488 4.385 -0.001 0.604 0.279
H 4.637 0.070 9.784 -0.128 0.040 -0.015
H 5.613 1.480 9.326 -0.369 0.293 0.240
H 5.865 0.036 8.522 -0.198 -0.448 -0.240
H 3.371 1.757 8.411 -0.319 0.147 -0.367
H 4.652 1.625 7.189 -0.538 0.106 -0.556
H 2.774 -0.690 8.031 -0.100 -0.047 0.247
H 3.885 -0.789 6.729 0.136 0.109 -0.265
H 1.337 0.934 6.806 0.127 0.199 0.134
H 2.641 1.019 5.584 -0.304 0.475 -0.172
H 2.333 -1.344 5.046 0.264 0.019 -0.029
H 1.052 -1.508 6.166 -0.086 -0.001 0.300
H 0.417 -1.440 3.868 -0.410 0.388 -0.460
H -0.411 -0.089 4.743 -0.215 -0.359 0.139
H 0.912 0.318 3.754 0.231 -0.289 -0.469
C -2.824 -5.404 -2.126 -0.610 0.688 -0.793
C -2.954 -4.407 -3.324 0.565 -0.890 -0.166
C -2.544 -5.023 -4.707 -0.077 -0.017 0.667
C -1.043 -5.305 -4.916 0.492 1.149 -0.125
C -0.096 -4.060 -4.783 -0.968 -0.756 0.226
C 1.337 -4.270 -5.252 -0.529 -0.635 0.403
H -1.868 -5.922 -2.054 -0.008 -0.014 -0.198
H -3.648 -6.107 -2.250 0.204 -0.422 0.211
H -2.999 -4.875 -1.190 0.095 -0.028 0.025
H -3.990 -4.076 -3.398 -0.143 -0.018 0.089
H -2.380 -3.514 -3.076 0.221 0.115 -0.320
H -2.994 -4.484 -5.541 0.490 0.961 -0.026
H -3.097 -5.944 -4.894 0.082 -0.584 0.690
H -0.652 -6.058 -4.232 -0.222 -0.255 -0.048
H -0.931 -5.656 -5.941 0.096 -0.359 -0.060
H -0.548 -3.253 -5.360 -0.006 0.297 0.033
H -0.070 -3.758 -3.736 -0.123 0.148 0.083
H 1.325 -4.433 -6.330 0.460 0.557 -0.131
H 1.924 -3.444 -4.850 0.286 0.132 -0.741
H 1.783 -5.176 -4.842 -0.147 -0.144 0.264
C -3.795 7.888 -5.209 -0.262 -0.047 0.527
C -2.329 7.506 -5.215 -0.011 -0.307 -0.246
C -2.077 6.027 -4.943 0.859 0.157 -0.037
C -0.579 5.713 -4.720 -0.498 0.023 0.858
C -0.284 4.232 -4.497 0.376 -0.723 -0.556
C -0.685 3.602 -3.184 -0.891 0.953 0.763
H -4.299 7.836 -4.244 0.301 -0.059 0.285
H -4.334 7.161 -5.816 -0.149 0.349 -0.431
H -3.907 8.919 -5.542 -0.262 -0.142 -0.338
H -2.002 7.775 -6.220 0.536 -0.062 -0.017
H -1.729 8.067 -4.498 -0.102 0.305 0.023
H -2.432 5.391 -5.754 -0.284 0.038 -0.089
H -2.632 5.784 -4.037 -0.041 -0.320 0.059
H 0.087 6.121 -5.480 -0.334 -0.128 -0.510
H -0.265 6.267 -3.835 0.036 0.063 0.378
H -0.780 3.634 -5.261 0.129 0.093 -0.462
H 0.789 4.072 -4.606 0.115 -0.017 -0.216
H -1.758 3.715 -3.025 -0.296 -0.024 -0.057
H -0.498 2.535 -3.065 0.436 0.123 -0.207
H -0.253 4.186 -2.372 0.315 -0.307 0.298
C -5.708 2.303 -0.689 0.376 -0.788 0.121
Cl -6.688 0.876 -0.209 0.453 0.414 -0.248
Cl -5.065 3.090 0.745 -0.442 0.281 0.201
Cl -6.632 3.329 -1.763 -0.042 0.298 0.111
H -4.801 2.000 -1.212 -0.461 -0.375 -0.126
C 1.782 -7.054 -1.272 0.251 -0.141 -0.746
Cl 3.459 -7.622 -1.075 1.471 0.190 0.018
Cl 0.868 -7.323 0.308 -1.176 0.249 2.089
Cl 1.005 -8.005 -2.638 -0.827 -0.572 -1.610
H 1.718 -6.013 -1.587 0.302 0.261 0.150
C -5.755 -3.316 0.382 0.609 -0.381 0.018
Cl -5.500 -5.090 0.404 -0.718 0.612 -0.290
Cl -4.265 -2.562 -0.175 0.089 0.210 -0.376
Cl -6.092 -2.700 1.991 -0.387 -0.066 0.207
H -6.560 -3.032 -0.295 0.131 -0.311 0.190
```
Forces are in eV/Å.